Record 1
Below is a 5-piece molecular cluster, C5H19N2O5 overall, with properties calculated with ωB97M-V with the def2-TZVPD basis set.

Structure (XYZ):
```
31
Properties=species:S:1:pos:R:3:forces:R:3
C 2.234517 0.998482 0.310819 -0.935 0.518 1.568
O 2.296685 1.749243 1.561808 0.845 0.416 -0.485
C 1.705963 -0.422416 0.697677 1.730 2.178 0.087
C 0.252718 -0.195901 1.153611 -0.355 -1.088 -2.175
C -0.295723 -1.238926 2.099808 -0.446 0.469 0.849
C -2.617572 -1.329048 1.572980 -0.116 1.095 0.751
N -1.694707 -0.862521 2.303816 0.082 -0.465 -0.550
N 2.635273 -0.973230 1.707073 -0.732 -0.998 -0.838
H 3.265737 1.126259 -0.021306 0.021 -0.800 -0.297
H 1.561386 1.463130 -0.420493 0.220 0.103 0.352
H 1.759676 -0.994851 -0.237832 -0.327 -0.428 0.373
H -0.287170 -0.198132 0.176846 -0.097 -0.618 0.584
H -0.143048 0.777630 1.427009 0.932 0.479 0.751
H 0.140713 -1.116607 3.095538 0.319 0.025 -0.023
H -0.050240 -2.258352 1.812979 -0.408 -0.315 -0.492
H -3.537754 -0.745263 1.689421 -0.261 -0.713 -0.209
H -2.582599 -2.123578 0.834421 0.310 -0.059 -0.176
H 2.250616 -0.935506 2.632587 0.253 0.314 0.222
H 3.552459 -0.555710 1.632241 -0.271 0.134 0.354
H 0.864408 0.894316 -2.041806 -0.194 0.170 0.064
H 1.441730 1.929217 1.942468 -0.541 -0.142 -0.281
O 0.444515 1.762320 -2.072236 -0.624 0.280 -0.764
H -0.045801 0.909620 -3.539116 0.030 -0.608 -0.315
H -0.244575 -0.651342 -3.597516 -0.216 0.331 0.064
O -0.097044 0.127584 -4.145840 0.123 0.047 -0.315
H -2.527864 1.554069 -1.142070 -0.500 0.461 0.118
H -0.679214 1.590670 -1.958491 0.860 -0.293 1.228
O -1.756776 1.055784 -1.371451 0.715 -0.190 -0.348
H -3.332971 -0.704779 -2.109798 -0.200 0.048 -0.225
H -2.022450 -0.558173 -1.425249 -1.266 -0.397 -0.333
O -2.717340 -1.282960 -1.660615 1.049 0.046 0.459
```
Positions in Å, forces in eV/Å.

Calculated values
Charge: -1
E_HOMO (eV): -5.406
Gap between HOMO and LUMO (eV): 8.84
E_LUMO (eV): 3.4
Spin multiplicity: 1
Energy relative to the best compared isomer or geometry (same formula, charge and spin) (eV): 1.7836

Record 2
Below is a 4-piece molecular cluster, C5H19NO3 overall, with properties calculated with ωB97M-V with the def2-TZVPD basis set.

Structure (XYZ):
```
28
Properties=species:S:1:pos:R:3:forces:R:3
C 0.340077 -1.738274 1.945571 0.977 -0.624 0.209
C 0.138621 -0.883294 0.692558 -2.812 0.087 -3.007
C -1.452959 -0.737468 0.322112 2.568 2.760 0.026
C -1.654298 0.740974 -0.157850 0.547 1.063 1.583
C -2.305843 -1.062478 1.487960 -2.764 -1.658 -1.544
N 0.900854 0.350670 0.788558 -0.529 -1.419 3.764
H -0.459807 -2.482821 2.187882 0.439 0.932 -0.766
H 1.252187 -2.309074 1.756504 0.149 0.152 0.743
H 0.398607 -1.049079 2.788652 0.291 -0.395 0.302
H 0.522704 -1.292058 -0.248578 0.466 -0.809 0.424
H -1.580788 -1.375431 -0.533255 -0.278 -0.477 -0.172
H -0.756785 1.138442 -0.652871 -0.282 -0.402 -0.775
H -1.672329 1.513899 0.688991 -0.345 -1.304 -0.452
H -2.563083 0.955707 -0.717578 0.154 -0.357 -0.176
H -2.445626 -2.185567 1.605136 -0.170 1.575 0.026
H -2.005780 -0.623057 2.365361 1.326 0.780 2.260
H -3.267219 -0.516365 1.360809 0.121 -1.012 -0.227
H 0.455835 1.007327 1.460581 0.162 0.530 -1.124
H 1.849494 0.133412 1.155591 -0.013 0.619 -1.093
H 0.435490 1.025757 -2.888200 -0.711 1.518 0.252
H 0.793567 -0.383525 -2.998236 0.274 0.987 -1.573
O 0.885045 0.475465 -3.512802 0.311 -2.517 1.358
H 3.070186 -0.253886 -1.161833 -0.703 -7.020 2.679
H 2.381474 0.727241 -1.942765 0.806 -0.248 -0.543
O 3.221719 0.533671 -1.477295 -0.074 6.923 -2.429
H 0.723578 3.282001 -1.087982 -0.959 3.560 3.517
H 1.840818 2.322895 -1.526267 -0.360 0.935 0.183
O 0.954259 2.684914 -1.700753 1.410 -4.178 -3.445
```
Positions in Å, forces in eV/Å.

Calculated values
Charge: +1
E_HOMO (spin up / spin down) (eV): -14.823 / -14.819
Gap between HOMO and LUMO (spin up / spin down) (eV): 11.27 / 5.77
E_LUMO (spin up / spin down) (eV): -3.6 / -9.1
Spin multiplicity: 2
Energy relative to the best compared isomer or geometry (same formula, charge and spin) (eV): 2.2729

Record 3
Below is a 5-piece molecular cluster, C5H19NO6 overall, with properties calculated with ωB97M-V with the def2-TZVPD basis set.

Structure (XYZ):
```
31
Properties=species:S:1:pos:R:3:forces:R:3
C -2.387969 -1.923326 0.571718 -0.770 -0.176 1.670
C -1.174854 -1.039431 0.627326 -1.300 1.460 0.316
N -1.062611 0.100766 1.533742 1.560 -1.027 -3.137
C 0.937382 1.379106 2.251186 1.266 -2.632 -2.015
C 0.033536 1.010435 0.989105 0.549 1.627 1.773
C -0.550146 2.382325 0.505434 -0.109 -2.029 -0.562
O -1.600943 2.135482 -0.443482 0.385 -0.013 0.113
O -0.296497 -1.291385 -0.165996 1.335 -0.480 -0.013
H -2.393235 -2.480912 1.533342 0.071 -0.081 -0.568
H -2.450830 -2.640203 -0.285842 0.382 0.989 0.763
H -3.290291 -1.316959 0.683046 -0.056 -0.015 -0.418
H -1.852953 0.717363 1.627621 -0.885 -0.731 0.091
H 0.861268 0.374641 2.695204 -0.098 1.087 1.448
H 0.693284 2.301468 2.697301 -1.162 0.499 1.297
H 2.034785 1.492749 2.152141 -0.442 -0.110 -1.043
H 0.634043 0.462854 0.224160 -0.747 0.845 0.632
H 0.323886 2.831146 0.028785 -0.242 0.667 0.139
H -1.000368 2.958110 1.327449 0.675 -0.081 0.011
H -2.219204 2.862024 -0.372601 -0.188 0.142 -0.229
H 2.989473 -1.580154 -1.097397 0.093 -0.248 0.024
H 1.827302 -1.512506 -0.106314 1.040 0.171 0.054
O 2.810166 -1.397459 -0.167732 -1.397 -0.640 -0.013
H 3.053204 0.471446 -1.262879 -0.306 0.014 -0.413
H 3.728003 0.446801 0.051132 -0.338 1.195 -1.174
O 3.521706 1.079044 -0.697633 0.711 -0.467 1.491
H -0.552570 -2.519921 -3.092012 0.491 0.263 0.102
H 0.285474 -2.437067 -1.818932 -0.215 0.000 0.639
O 0.358696 -2.442323 -2.766568 0.093 -0.623 -0.799
H -0.884777 0.549405 -2.689893 0.121 0.525 -0.065
H -1.056944 -0.675004 -1.847577 0.242 -0.153 0.330
O -1.318010 -0.298522 -2.683840 -0.759 0.021 -0.445
```
Positions in Å, forces in eV/Å.

Calculated values
E_HOMO (eV): -10.379
Gap between HOMO and LUMO (eV): 10.77
E_LUMO (eV): 0.4
Spin multiplicity: 1
SMILES string: CC(=O)N[C@H](C)CO.O.O.O.O
Energy relative to the best compared isomer or geometry (same formula, charge and spin) (eV): 2.5229

Record 4
Below is a 6-piece molecular cluster, C5H19NO7 overall, with properties calculated with ωB97M-V with the def2-TZVPD basis set.

Structure (XYZ):
```
32
Properties=species:S:1:pos:R:3:forces:R:3
N -0.832417 -1.907221 -0.911128 -0.024 0.703 -1.448
C -1.058937 -1.256133 -2.237213 0.863 -0.548 0.445
C -1.913061 -0.032435 -1.967865 0.009 0.809 1.047
C -2.574111 -0.304777 -0.595919 -1.026 -0.426 -0.213
C -1.600316 -1.237594 0.100417 0.205 -0.860 0.225
C -0.665544 -0.439653 0.988713 -0.046 -0.697 0.375
O -0.923910 -0.633950 2.289756 -0.256 0.163 0.069
O 0.254754 0.244942 0.613545 0.168 0.472 -0.191
H -0.764538 -2.908715 -0.958956 -0.375 0.008 0.442
H -0.056321 -1.020441 -2.585383 -0.084 0.386 -0.499
H -1.508361 -1.910796 -2.984393 -0.163 -0.240 0.194
H -2.642397 0.184050 -2.742234 -0.006 -0.066 -0.059
H -1.285245 0.847890 -1.838453 0.095 0.092 -0.263
H -2.867130 0.509314 0.069840 0.490 0.559 -0.430
H -3.540478 -0.806369 -0.724970 0.271 -0.344 -0.173
H -2.113748 -1.975865 0.700744 -0.183 0.030 0.482
H -0.350315 -0.062275 2.825899 0.070 0.028 -0.065
H 0.944954 1.785533 -1.216663 -0.255 0.128 0.228
H 1.709309 1.959454 -2.453384 0.535 -0.178 -0.822
O 1.321214 2.485531 -1.765829 -0.374 -0.140 0.727
H 3.450040 -0.214508 -1.187123 0.118 -0.070 0.181
H 2.058105 -0.637240 -0.831337 -0.432 -0.012 0.349
O 2.832541 -0.945355 -1.298927 0.194 0.040 -0.431
H -0.077208 1.855177 1.873353 -0.153 0.105 0.076
H -0.246474 3.271659 1.482711 -0.231 0.255 0.187
O -0.578394 2.643347 2.136811 0.434 -0.226 -0.367
H 2.431654 1.747812 0.524256 0.146 0.108 -0.100
H 2.696680 0.819858 1.683486 0.089 -0.130 0.172
O 3.131668 1.220055 0.924317 -0.122 0.105 -0.084
H 1.639163 -1.281713 2.618892 0.422 0.020 -0.162
H 1.215724 -1.150441 4.028071 0.136 0.004 0.500
O 1.913087 -0.849135 3.438961 -0.516 -0.077 -0.392
```
Positions in Å, forces in eV/Å.

Calculated values
E_HOMO (eV): -9.325
Gap between HOMO and LUMO (eV): 9.55
E_LUMO (eV): 0.2
Spin multiplicity: 1
SMILES string: O=C(O)[C@H]1CCCN1.O.O.O.O.O
Energy relative to the best compared isomer or geometry (same formula, charge and spin) (eV): 0.7088

Record 5
Below is C5H20BaO5 as an isolated structure, with properties calculated with ωB97M-V with the def2-TZVPD basis set.

Structure (XYZ):
```
31
Properties=species:S:1:pos:R:3:forces:R:3
Ba 30.026110 -22.813840 -28.972660 -0.243 0.393 0.390
C 32.293620 -18.828290 -30.711830 -0.260 0.847 0.695
O 31.116330 -18.964420 -29.893970 -0.539 -1.331 -0.174
H 32.960950 -18.190160 -30.132550 0.508 -0.180 -0.487
H 32.732080 -19.809100 -30.895860 -0.034 0.028 0.211
H 32.063680 -18.367270 -31.672400 -0.052 0.043 0.064
H 30.940730 -18.190290 -29.354070 0.295 0.184 -0.263
C 25.125270 -24.674660 -28.126370 -0.909 -1.350 -0.572
O 26.005600 -23.697760 -28.617610 0.688 1.487 0.341
H 24.213580 -24.310570 -27.652690 0.328 0.501 0.390
H 24.748410 -25.154260 -29.029730 -0.005 -0.920 0.301
H 25.644990 -25.346130 -27.442910 -0.085 -0.036 -0.235
H 25.408120 -22.978210 -28.834100 0.349 0.442 -0.264
C 27.591630 -20.337510 -25.266800 -0.539 1.020 1.047
O 28.355570 -20.106510 -26.447040 0.418 -0.750 -0.258
H 26.841660 -21.121820 -25.369300 0.219 0.088 -0.385
H 28.168930 -20.505410 -24.357600 0.546 -0.548 -0.260
H 27.113080 -19.390170 -25.018520 -0.644 -0.156 -0.115
H 28.685970 -19.211390 -26.341250 0.172 0.040 -0.279
C 34.419400 -21.166890 -27.123130 1.052 -0.496 1.303
O 33.018180 -21.309550 -26.849090 -0.566 -0.080 -1.064
H 34.876490 -20.604370 -26.309040 0.013 0.329 -0.211
H 34.915020 -22.135320 -27.055330 -0.153 -0.233 -0.192
H 34.728300 -20.722640 -28.069350 -0.891 0.197 -0.068
H 32.855540 -21.120120 -25.922130 0.189 0.065 -0.007
C 28.403530 -26.938430 -31.326410 -1.126 0.435 -0.032
O 28.793390 -26.558720 -29.988240 0.279 0.234 -0.456
H 28.646690 -26.149990 -32.038670 0.696 -0.169 0.141
H 28.748850 -27.926180 -31.631700 0.358 0.225 0.086
H 27.314580 -26.933470 -31.374010 -0.161 -0.305 0.057
H 28.310440 -27.162450 -29.419150 0.097 -0.007 0.296
```
Positions in Å, forces in eV/Å.

Calculated values
Charge: +2
E_HOMO (eV): -15.907
Gap between HOMO and LUMO (eV): 7.72
E_LUMO (eV): -8.2
Spin multiplicity: 1
Energy relative to the best compared isomer or geometry (same formula, charge and spin) (eV): 4.1156

Record 6
Below is C5H20ClCuN10O5 as an isolated structure, with properties calculated with ωB97M-V with the def2-TZVPD basis set.

Structure (XYZ):
```
42
Properties=species:S:1:pos:R:3:forces:R:3
Cu -1.957964 -3.193773 -0.637464 0.782 1.393 0.430
Cl -0.601316 -1.005340 -0.283230 -0.580 -0.858 -0.162
C -2.964433 -0.713748 3.246198 -3.844 -0.033 4.222
O -3.573104 -1.342710 2.469774 -3.162 -2.134 -3.586
N -3.349206 -0.260303 4.443336 -2.741 0.733 2.758
N -1.761435 -0.445740 3.160595 10.018 2.034 -3.559
H -2.619536 -0.062636 5.113114 -0.655 -0.010 0.061
H -4.280710 -0.433734 4.793087 0.273 -0.134 -0.003
H -1.187265 0.077347 3.806203 -0.492 -0.207 -0.104
H -1.433585 -0.467059 2.205522 0.672 -0.443 0.040
C 0.317585 2.935466 1.040698 -1.248 -2.729 -2.471
O 0.452710 4.022285 1.497746 0.952 4.544 1.788
N 0.141373 2.561118 -0.189150 0.014 0.880 -3.603
N 0.311551 1.864502 1.793114 0.782 -2.566 3.322
H 0.329617 3.153442 -0.985282 -0.288 0.335 0.029
H 0.131778 1.576144 -0.412373 -0.189 -0.213 -0.024
H 0.666114 1.073801 1.274275 0.119 -0.788 0.443
H 0.674352 1.906554 2.734763 -0.250 0.127 0.372
C 2.918463 -1.131039 2.165590 0.452 -1.530 3.333
O 2.211337 -1.850444 2.827154 -1.476 -0.896 0.799
N 4.065654 -0.676974 2.573308 3.981 1.525 2.103
N 2.673424 -0.720930 0.989950 -3.443 2.034 -6.294
H 4.414946 -0.895408 3.495460 -0.067 -0.022 -0.331
H 4.611775 -0.089909 1.959138 0.177 -0.291 0.493
H 1.744552 -0.937006 0.657372 0.123 -0.322 -0.462
H 3.169081 -0.007378 0.474908 0.175 -0.442 0.247
C 2.710530 -2.775633 -3.129694 -1.473 0.047 3.097
O 3.171784 -3.387080 -2.211919 0.060 -0.803 3.023
N 1.685078 -1.939245 -3.162024 -3.981 2.254 2.717
N 3.198519 -2.859504 -4.265342 3.970 -1.605 -8.864
H 1.079857 -1.987912 -2.354906 0.137 0.298 0.110
H 1.206995 -1.538963 -3.956578 0.649 -0.381 -0.128
H 3.781090 -3.666145 -4.438653 0.244 0.290 0.034
H 2.645591 -2.586057 -5.065098 0.345 0.010 0.047
C -2.718456 2.035655 -2.946867 0.673 4.502 -4.961
O -1.702792 2.425358 -3.557527 -0.538 -0.294 0.167
N -3.942128 2.475779 -3.265789 -1.185 0.636 -0.190
N -2.633153 1.189137 -2.010050 0.868 -3.738 4.087
H -4.751282 2.163778 -2.748076 0.113 0.144 -0.343
H -4.025775 3.224481 -3.938501 -0.020 -0.229 0.229
H -3.156172 1.353840 -1.161863 0.209 -0.519 0.036
H -1.655445 0.935982 -2.000918 -0.157 -0.600 1.100
```
Positions in Å, forces in eV/Å.

Calculated values
Charge: +1
E_HOMO (spin up / spin down) (eV): -11.825 / -11.825
Gap between HOMO and LUMO (spin up / spin down) (eV): 7.11 / 2.62
E_LUMO (spin up / spin down) (eV): -4.7 / -9.2
Spin multiplicity: 2
Energy relative to the best compared isomer or geometry (same formula, charge and spin) (eV): 0.2263